Below is a cluster of 2 separate species, C6H9N2O2 in total at a distorted geometry, with properties calculated with wB97M-V/def2-TZVPD.

As for the charge: -1. As for the molar mass: 141.15 Da. The HOMO energy comes out at -4.25 eV. The value obtained for the energy is -13443.442 eV. As for the orbital gap: 8.00 eV.

Cartesian coordinates (Å):
O: -2.03816 1.37309 2.39513
O: -0.23329 2.04793 1.30568
N: 0.34193 -0.18232 0.04717
N: 0.24827 -1.40523 -1.83428
C: -1.44275 2.12006 1.59917
C: 2.04899 -3.05530 -1.04684
C: -0.09251 -0.16899 -1.27646
C: 1.08397 -2.03121 -0.83785
C: -2.07462 3.11507 0.66290
C: 0.97218 -1.27093 0.36501
H: 3.05114 -2.78404 -0.77246
H: -0.08562 0.60766 0.86324
H: 1.89711 -3.84331 -0.24995
H: 1.38513 -1.35958 1.38819
H: -3.09107 3.13906 0.87245
H: 2.05296 -3.60869 -1.90547
H: -0.53438 0.74944 -1.68805
H: -2.07634 2.53506 -0.29426
H: -1.41295 4.02224 0.40669

Forces on atoms 1 to 6 (eV/Å):
O -0.48 0.81 -0.39
O 2.49 -1.02 0.18
N -3.79 4.64 0.52
N 1.98 2.02 1.61
C -0.32 -0.36 0.28
C 0.60 -2.46 3.39


Below is a structure of composition C44H54BCl5N2O2Rb, with properties calculated with wB97M-V/def2-TZVPD.

As for the charge: -1. As for the molar mass: 916.47 Da. The HOMO energy comes out at -4.78 eV. The value obtained for the energy is -117528.178 eV. As for the orbital gap: 6.85 eV.

Cartesian coordinates (Å):
Rb: -0.55010 -0.06416 -0.55430
Cl: -2.63860 2.97116 -7.17752
Cl: 0.55334 -0.76649 -4.90394
Cl: -0.65240 0.58118 -7.45774
Cl: -2.14858 2.73114 -1.78478
Cl: -3.40632 4.03587 -4.34006
O: 0.08188 -2.24133 0.65345
O: 1.00335 -1.70144 1.66659
N: 2.63188 -3.54083 0.90014
N: 3.21518 -2.15765 2.63548
C: -1.65799 1.66495 2.76896
C: -1.95628 2.24322 -5.76499
C: 2.20327 -3.46759 -2.77107
C: 3.44444 0.81849 5.57608
C: 3.51481 1.16026 4.23905
C: -1.96481 -0.73440 2.73228
C: 3.14491 -0.69170 -1.78742
C: 2.20144 -3.91735 -0.40927
C: -2.69304 1.81732 1.83931
C: 2.66590 -3.16535 -1.49440
C: 3.67448 -2.04383 -1.31694
C: 4.83863 1.31425 1.47257
C: -1.06829 1.17358 -5.88130
C: -1.65184 -2.11397 3.24589
C: -0.03621 -5.22263 1.55847
C: -3.07081 3.20600 1.37452
C: 3.37565 -3.31358 6.77637
C: -0.97183 2.89654 3.31654
C: 0.85304 -5.91072 0.52263
C: 3.92799 -3.84355 1.34351
C: 3.19566 -1.50962 4.98360
C: -1.28807 0.39000 3.21520
C: -0.82543 1.04807 -3.44291
C: 3.52325 0.60269 1.78721
C: 1.31783 -4.51013 -2.97060
C: 3.44294 0.18816 3.24385
C: 1.99765 -6.66306 1.20716
C: 0.90987 -5.27694 -1.89008
C: 1.42177 -3.24909 5.20337
C: 2.32119 1.47037 1.40627
C: -4.58903 0.84663 0.47129
C: -0.54298 0.61186 -4.72094
C: 3.28970 -1.14850 3.62780
C: 3.28990 -0.51108 5.94406
C: -2.29050 2.71807 -4.49867
C: 4.98233 -2.38534 -2.03702
C: -3.37902 0.68963 1.36663
C: 2.91782 -2.95402 5.36659
C: -0.14991 0.21091 4.19419
C: -3.57240 -1.82627 1.15227
C: -1.70859 2.10356 -3.39441
C: 4.26583 -3.04597 2.37081
C: 1.33899 -5.00268 -0.59589
C: -2.97047 -0.58582 1.76963
B: 2.14719 -2.42472 1.68986
H: 2.25817 -0.39420 -1.22784
H: 0.43191 -0.67068 3.92919
H: 4.82530 -2.47055 -3.11468
H: 2.65379 -7.13922 0.47525
H: -3.99862 -1.62161 0.17160
H: 1.59505 -7.44022 1.86178
H: 3.50574 1.58715 6.33680
H: 2.34742 1.71274 0.33985
H: -5.28790 0.02609 0.62466
H: 2.59612 -5.98812 1.81980
H: -4.36166 -2.26690 1.77070
H: -0.09142 3.16644 2.72515
H: 3.48319 -0.30098 1.17994
H: -3.61846 3.75978 2.14389
H: -1.63981 3.75497 3.31437
H: 3.91036 -1.95589 -0.25688
H: -5.12521 1.76698 0.69289
H: 5.72871 -1.60626 -1.86477
H: 0.94679 -4.72621 -3.96481
H: 1.07800 -3.02293 4.19426
H: 0.22672 -6.10412 -2.04878
H: 2.87687 -0.69807 -2.84538
H: -3.68761 3.18226 0.48251
H: 0.84192 -2.63908 5.90113
H: 5.17444 -3.03486 2.95100
H: 0.54420 -4.54580 2.18470
H: -2.57151 -2.68558 3.38841
H: 3.90418 0.08055 -1.63740
H: 5.38686 -3.33385 -1.67930
H: 4.51160 -4.62150 0.87841
H: 3.45611 -3.59888 4.67121
H: -1.13479 -2.08369 4.20175
H: 4.42552 -3.06048 6.93710
H: 2.52848 -2.87147 -3.61558
H: -0.51325 0.09552 5.22022
H: 3.22693 -0.76586 6.99374
H: -2.18122 3.78857 1.13103
H: 0.54054 1.05161 4.18258
H: 4.93302 2.24505 2.03714
H: 5.69358 0.68187 1.71849
H: 3.62828 2.20136 3.95877
H: 2.78124 -2.80165 7.53651
H: 3.25457 -4.38584 6.93958
H: 1.39199 0.94656 1.63515
H: -2.79840 -2.58521 1.02744
H: 4.88957 1.56236 0.41050
H: -1.02650 -2.62597 2.51001
H: 0.23412 -6.66382 0.02306
H: 2.33097 2.41401 1.95872
H: 1.20765 -4.30098 5.40723
H: -0.49848 -5.97480 2.20536
H: -0.63961 2.74394 4.34149
H: -0.81121 -4.62760 1.08060
H: -4.32743 0.87262 -0.59191

Forces on atoms 1 to 6 (eV/Å):
Rb -0.10 0.37 -0.06
Cl 0.00 0.00 0.00
Cl 0.01 0.00 -0.01
Cl -0.01 0.01 0.01
Cl -0.03 0.07 -0.03
Cl 0.00 0.01 -0.01


Below is a cluster of 2 separate species, C5H11N3 in total at a distorted geometry, with properties calculated with wB97M-V/def2-TZVPD.

As for the charge: +2. As for the molar mass: 113.16 Da. The HOMO energy comes out at -16.76 eV. The value obtained for the energy is -9810.811 eV. As for the orbital gap: 6.84 eV.

Cartesian coordinates (Å):
N: 1.98910 -0.16229 0.82990
N: -1.36395 -0.23726 0.03926
N: 3.99494 0.42951 -0.59551
C: -5.75914 0.03931 -0.37014
C: 0.93140 0.14329 0.24497
C: -0.43133 -0.03208 0.85410
C: 3.23568 -0.44091 0.44510
C: -4.62404 0.06246 0.12052
H: -1.02484 -0.46700 -0.95803
H: 3.94315 -0.24104 1.30079
H: 3.30668 0.61176 -1.30113
H: 3.31901 -1.46238 0.06632
H: 4.65283 -0.23563 -1.05907
H: -0.59818 0.18681 1.83483
H: -6.34284 0.36777 -1.25053
H: 0.97455 0.50080 -0.80980
H: 4.27460 1.41031 -0.39493
H: -3.86619 -0.06918 0.82116
H: -6.61141 -0.40424 0.18217

Forces on atoms 1 to 6 (eV/Å):
N -2.40 -0.38 1.38
N -0.92 -1.21 -1.59
N -1.11 -0.25 -1.88
C -1.39 0.60 -1.61
C 0.59 0.19 -0.69
C 1.46 0.73 -3.72


Below is a cluster of 2 separate species, C11H13N5O6 in total at a distorted geometry, with properties calculated with wB97M-V/def2-TZVPD.

As for the charge: 0. As for the molar mass: 311.25 Da. The HOMO energy comes out at -8.50 eV. The value obtained for the energy is -31345.021 eV. As for the orbital gap: 5.95 eV.

Cartesian coordinates (Å):
O: 0.68204 2.80266 3.11567
O: 4.73582 -0.36883 -1.33959
O: -0.68940 2.54249 1.28375
O: -1.89824 -1.00745 -2.83779
O: 2.64354 -0.36297 -2.02196
O: -3.16903 0.44105 -1.65308
N: 3.75332 1.34828 2.25223
N: 3.53325 -0.06091 -1.18174
N: -0.26507 -1.37938 -0.68197
N: 2.01838 2.49205 3.47064
N: 0.41948 2.39999 1.77470
C: 2.54715 1.90969 2.35575
C: -1.36699 -0.54245 -0.50286
C: -3.94960 0.60521 -2.83698
C: -2.19484 -1.16799 0.65818
C: 3.14039 0.66744 -0.01263
C: 1.59801 1.86772 1.27501
C: -1.23866 -2.16358 1.32656
C: 4.04417 0.76147 1.09243
C: -2.14494 -0.41815 -1.80951
C: 1.85749 1.22538 0.08217
C: 0.02702 -2.22259 0.43958
H: 5.03907 0.31690 0.99962
H: -4.44742 -0.33508 -3.08959
H: -1.08487 0.49940 -0.23918
H: 0.43246 -1.19441 -1.39611
H: -3.07668 -1.68780 0.25960
H: -1.70226 -3.15046 1.38931
H: 1.12394 1.21869 -0.71274
H: 0.21985 -3.25537 0.11721
H: -2.51622 -0.35540 1.31469
H: -4.67253 1.37213 -2.57108
H: 0.90774 -1.88638 1.01666
H: -3.32237 0.92436 -3.67388
H: -0.98400 -1.83571 2.33690

Forces on atoms 1 to 6 (eV/Å):
O 0.99 -0.75 -1.48
O -2.37 0.79 0.76
O 1.23 -0.01 0.79
O -0.23 0.58 0.68
O 1.67 0.81 1.97
O 0.36 -0.25 -0.30


> Look up the HOMO energy of the fourth one.

-8.50 eV